No. 1
22
Properties=species:S:1:pos:R:3:mulliken_charge:R:1 method="wB97M-V/def2-TZVPD" fmax_ev_per_a=4.08 e_above_lowest_kcal_mol=186.7 spin_multiplicity=1 homo_energy_ev=-6.6 lumo_energy_ev=-2.6217
C -0.709 1.666 -0.495 -0.542
C -0.036 0.890 0.618 -0.938
C 1.146 0.066 0.212 -0.148
C 1.052 -1.146 -0.446 1.169
C -0.191 -1.695 -0.769 -1.189
C 2.351 -1.879 -0.725 -1.284
N -2.824 2.163 0.998 -0.672
H -0.914 1.086 -1.410 0.326
H -0.057 2.495 -0.842 0.373
H -1.709 2.065 -0.054 0.085
H -0.777 0.110 0.842 0.299
H 0.037 1.431 1.561 0.470
H 2.056 0.574 0.515 0.402
H -1.052 -1.040 -0.672 0.251
H -0.711 -2.605 2.238 0.191
H -0.282 -2.662 -1.247 0.316
H -0.375 -2.253 1.667 -0.183
H 2.950 -1.333 -1.469 0.312
H 3.014 -2.295 0.081 0.298
H 2.074 -2.805 -1.286 0.327
H -2.764 2.213 2.001 0.059
H -3.655 2.504 0.541 0.079

=====

No. 2
17
Properties=species:S:1:pos:R:3:mulliken_charge:R:1 method="wB97M-V/def2-TZVPD" fmax_ev_per_a=3.91 e_above_lowest_kcal_mol=67.4 spin_multiplicity=1 homo_energy_ev=-9.1 lumo_energy_ev=0.7917 smiles="CN(C=O)CCN"
C -0.038 2.110 1.031 -0.886
N -0.282 0.857 0.209 0.083
C -1.076 0.995 -0.864 0.181
O -1.798 1.968 -1.106 -0.617
C 0.027 -0.566 0.720 -0.598
C 0.898 -1.304 -0.243 -0.570
N 0.187 -2.021 -1.329 -0.518
H 0.881 2.030 1.592 0.337
H -0.224 2.935 0.278 0.300
H -0.891 2.418 1.730 0.279
H -0.608 0.102 -1.506 0.250
H -0.775 -1.189 1.010 0.358
H 0.477 -0.445 1.695 0.364
H 1.458 -2.025 0.481 0.281
H 1.504 -0.611 -0.873 0.344
H 0.765 -2.548 -1.909 0.218
H -0.505 -2.705 -0.917 0.195

=====

No. 3
100
Properties=species:S:1:pos:R:3:lowdin_spin:R:1 method="wB97M-V/def2-TZVPD" fmax_ev_per_a=1.84 spin_multiplicity=2 homo_energy_ev="-6.7 / -6.7" lumo_energy_ev="-0.5164 / -0.2263" s_squared=0.79
Co -0.203 -0.073 -0.727 1.028
F 4.942 4.115 -1.932 0.000
C 4.310 2.962 -1.697 0.000
C 4.941 1.964 -0.950 0.000
F 6.185 2.154 -0.496 0.000
C 4.277 0.774 -0.696 0.000
F 4.941 -0.196 -0.054 0.000
C 2.967 0.556 -1.108 0.001
P 1.971 -0.927 -0.610 -0.008
C 3.148 -2.083 -1.415 -0.001
C 3.956 -2.967 -0.715 0.000
C 4.811 -3.809 -1.405 0.000
C 4.857 -3.781 -2.787 0.000
C 4.055 -2.895 -3.487 0.000
C 3.208 -2.045 -2.804 0.000
C 2.382 -1.075 1.157 -0.001
C 1.874 -2.219 1.769 -0.001
C 2.103 -2.464 3.108 0.000
C 2.826 -1.555 3.863 -0.001
C 3.277 -0.385 3.278 0.000
C 3.050 -0.138 1.935 -0.001
C 2.387 1.535 -1.920 0.001
Br 0.762 1.130 -2.830 -0.001
C 3.042 2.722 -2.213 0.000
F 2.456 3.641 -2.986 0.000
H 3.928 -2.996 0.365 0.000
H 5.447 -4.492 -0.861 0.000
H 5.524 -4.439 -3.322 0.000
H 4.085 -2.867 -4.565 0.000
H 2.577 -1.357 -3.350 0.000
H 1.232 -2.864 1.194 0.000
H 1.719 -3.364 3.566 0.000
H 3.004 -1.738 4.911 0.000
H 3.810 0.346 3.869 0.000
H 3.392 0.797 1.519 0.000
C 0.825 2.471 1.391 0.008
C -0.694 2.658 1.430 0.000
C -1.120 3.490 2.647 0.000
C -1.159 3.275 0.128 0.002
C -1.037 4.638 -0.081 0.000
C -1.532 5.233 -1.227 0.002
C -2.196 4.463 -2.162 0.000
C -2.334 3.094 -2.008 0.000
C -3.100 2.308 -3.047 0.000
C -4.575 2.723 -3.033 0.000
C -2.505 2.480 -4.445 0.000
C -1.765 2.483 -0.868 -0.002
N -1.755 1.098 -0.756 -0.025
C -2.908 0.414 -0.609 -0.001
C -4.104 0.963 -0.108 -0.003
C -5.208 0.163 0.084 0.000
C -5.177 -1.191 -0.218 -0.003
C -4.022 -1.760 -0.745 0.001
C -2.930 -0.957 -0.928 -0.002
F -1.768 -1.438 -1.498 0.018
H 1.187 2.069 2.334 0.000
H 1.328 3.417 1.190 0.000
H 1.080 1.759 0.599 0.004
H -1.147 1.668 1.528 0.000
H -0.459 4.340 2.807 0.000
H -1.097 2.870 3.542 0.000
H -2.136 3.860 2.518 0.000
H -0.569 5.253 0.672 0.000
H -1.425 6.299 -1.370 0.000
H -2.620 4.940 -3.031 0.000
H -3.050 1.246 -2.801 0.000
H -4.693 3.763 -3.328 0.000
H -5.001 2.607 -2.039 0.000
H -5.143 2.103 -3.722 0.000
H -2.561 3.514 -4.772 0.000
H -3.049 1.866 -5.158 0.000
H -1.461 2.176 -4.457 0.000
H -4.123 2.012 0.145 0.000
H -6.110 0.597 0.488 0.000
H -6.046 -1.804 -0.041 0.000
H -3.966 -2.807 -0.988 0.000
N 1.131 -4.474 -0.691 0.000
C 0.967 -5.430 -1.621 0.000
C 0.505 -4.801 -2.753 0.000
C 0.423 -3.450 -2.394 0.000
N 0.804 -3.270 -1.145 -0.001
H 1.440 -4.599 0.259 0.000
H 1.194 -6.457 -1.416 0.000
H 0.267 -5.255 -3.693 0.000
H 0.116 -2.614 -2.988 0.000
O -3.106 -2.850 3.150 0.000
C -2.328 -2.010 3.870 0.000
C -2.545 -1.822 5.233 0.000
C -1.741 -0.972 5.966 0.000
C -0.726 -0.266 5.344 0.000
C -0.523 -0.425 3.986 0.000
C -1.301 -1.299 3.237 -0.002
C -1.032 -1.462 1.754 -0.001
O -1.311 -2.487 1.157 0.001
O -0.474 -0.434 1.235 -0.012
H -3.763 -3.260 3.727 0.000
H -3.357 -2.354 5.713 0.000
H -1.906 -0.863 7.027 0.000
H -0.098 0.406 5.911 0.000
H 0.245 0.128 3.467 0.000

=====

No. 4
15
Properties=species:S:1:pos:R:3:mulliken_charge:R:1 method="wB97M-V/def2-TZVPD" fmax_ev_per_a=2.94 e_above_lowest_kcal_mol=57.7 spin_multiplicity=1 homo_energy_ev=-11.9 lumo_energy_ev=-4.1245 total_charge=+1
C -1.233 1.959 1.462 -0.602
N -1.305 1.601 -0.022 -0.230
H -2.103 2.542 1.745 0.323
H -1.147 0.946 1.858 0.308
H -0.253 2.423 1.602 0.302
H -2.191 1.370 -0.464 0.361
H -0.574 0.911 -0.260 0.058
H -0.804 2.274 -0.628 0.418
C 0.918 -2.764 -0.067 -0.753
S 1.212 -0.963 0.036 -0.030
S 2.078 -0.307 -1.798 -0.254
H -0.093 -3.053 -0.363 0.318
H 1.387 -3.167 0.820 0.292
H 1.340 -2.975 -1.050 0.299
H 2.768 -0.798 -2.870 0.190